1.
22
Properties=species:S:1:pos:R:3:forces:R:3:mulliken_charge:R:1 method="wB97M-V/def2-TZVPD" lumo_energy_ev=-0.15 relative_energy_kcal_mol=155.7 fmax_ev_per_a=5.65 total_charge=0 homo_energy_ev=-9.809
C -0.99108 0.01134 1.80539 -0.1269 0.4791 2.8467 -0.911
C -2.15106 0.25753 0.68797 1.2553 -1.0889 2.4175 -0.258
C -1.81856 1.28985 -0.33388 3.1457 0.4117 -1.1113 -0.629
C -0.24343 1.02961 -0.68830 -3.0221 1.8620 -0.1287 0.130
C 1.82632 -0.15278 -1.35597 -0.1780 0.8241 2.4644 -0.457
C 2.46644 -0.39811 0.15028 1.8777 -2.6635 -1.2889 0.667
H -0.78909 -1.39367 2.42711 -0.8081 4.4887 -2.2322 0.255
H -1.62047 0.79879 2.88312 2.7794 -2.4403 -3.0629 0.243
H 0.14779 0.44267 1.40994 -4.2005 -1.6731 2.1259 0.273
H -3.02590 0.71165 1.27067 0.5108 -1.9334 -1.0332 0.408
H -3.82753 -1.16110 -0.54255 3.7309 -0.9630 0.1828 0.174
H -2.58652 1.14616 -1.06094 -0.0491 0.1373 -1.1804 0.355
H -1.66508 2.39989 -0.14626 -0.9007 -1.4769 0.7072 0.322
H -0.16755 -0.78009 -1.59293 -1.1051 -0.6088 -0.2391 0.321
H 2.10417 -1.05964 -2.00681 -0.5583 1.6947 1.0769 0.320
H 2.14900 0.89756 -1.71502 -0.3751 -1.9335 0.2844 0.292
H 1.37610 1.02490 0.89839 3.5552 -1.0820 0.4927 0.491
N 0.31635 -0.09724 -1.07517 2.7751 -0.8514 -1.4828 -0.086
O 0.41335 2.00009 -0.35158 1.5053 0.4181 0.3274 -0.609
O 2.24409 0.41016 1.15893 -3.8028 3.0022 -0.9811 -0.457
O 3.18462 -1.36238 0.38546 -0.9762 1.0763 -1.2779 -0.601
S -2.22360 -1.43463 -0.33962 -5.0324 2.3208 1.0924 -0.243

***

2.
23
Properties=species:S:1:pos:R:3:forces:R:3:mulliken_charge:R:1 method="wB97M-V/def2-TZVPD" smiles="CC(=O)O[C@@H](OC(C)C)SN=O" lumo_energy_ev=0.21 relative_energy_kcal_mol=104.3 fmax_ev_per_a=4.46 total_charge=0 homo_energy_ev=-8.864
C 1.68071 -3.57265 -0.14743 -0.7645 -2.7192 -1.7548 -1.127
C 1.62800 -2.12588 0.20250 1.2252 -1.3130 0.1944 0.775
O 1.70291 -1.85831 1.34937 -0.2363 1.6072 1.2685 -0.411
O 1.66490 -1.20151 -0.84036 -1.1116 -0.7300 0.9374 -0.326
C 1.32037 0.09305 -0.45052 0.4632 2.8137 -1.2805 0.099
O 0.24805 0.20216 0.41380 0.9177 -2.1370 -0.6456 -0.263
C -0.70608 1.22682 0.25581 1.0865 3.1844 2.9308 0.671
C -1.28768 1.44587 -1.05840 -0.5069 1.2492 -3.1703 -1.267
C -1.77469 0.97821 1.28620 2.2654 0.0683 0.5924 -1.717
S 2.83410 0.97741 0.37573 -0.6761 -0.5956 1.9180 0.047
N 3.87178 1.67312 -0.80578 -0.8524 -0.3460 -2.2501 0.171
O 4.84079 2.22002 -0.40733 0.2939 0.1424 0.8727 -0.350
H 2.67572 -4.09080 -0.16118 -0.4925 1.2139 0.1885 0.274
H 1.28646 -3.72909 -1.15120 0.1376 0.0508 -0.2947 0.329
H 1.04852 -4.31440 0.45216 0.6788 1.8135 -0.1303 0.311
H 1.13749 0.71866 -1.37256 0.3423 -1.0933 0.6797 0.277
H -0.13865 2.14598 0.64241 -0.8073 -0.6710 -0.7958 0.225
H -0.53773 2.01974 -1.74070 -1.5578 -1.0624 0.8265 0.312
H -1.49386 0.44367 -1.46107 -0.0116 0.2851 -0.4017 0.358
H -2.31177 2.01481 -1.07009 2.1227 -0.9174 0.3226 0.329
H -2.38689 0.21707 0.94132 -1.3149 -1.7526 -0.2153 0.426
H -2.33396 1.83978 1.47002 -0.9963 1.4945 -0.0417 0.465
H -1.25863 0.77457 2.21695 -0.2051 -0.5856 0.2492 0.393

***

3.
20
Properties=species:S:1:pos:R:3:forces:R:3:mulliken_charge:R:1 method="wB97M-V/def2-TZVPD" lumo_energy_ev=0.34 relative_energy_kcal_mol=81.3 fmax_ev_per_a=4.62 total_charge=0 homo_energy_ev=-8.831
C 1.13362 -1.15137 0.67207 1.4575 0.5904 -2.3802 -0.548
C 0.03154 -0.55390 -1.66252 -1.6005 -0.3518 1.2276 -1.226
C 1.02284 -1.19630 2.08543 -0.2307 1.2301 3.7571 -0.450
C -0.06828 -0.91885 -0.16451 -2.9749 1.2055 -1.5144 0.030
C -0.19153 0.52082 -0.66796 0.6559 1.8040 -0.3143 1.237
C -1.49246 1.18322 -0.75471 -4.5911 -0.1376 0.5331 -1.664
N 0.84345 1.57126 -0.39431 0.9756 -1.6205 -1.7680 -0.581
O -1.38828 -0.63547 2.43500 -2.7505 0.5545 -0.2349 -0.504
S -0.15861 -0.82818 3.15608 2.3211 -0.8649 -1.3444 0.277
H 1.90417 -0.34543 0.36625 -1.2701 -0.4725 0.7427 0.301
H 1.74255 -1.96664 0.34209 0.0370 -1.3114 -0.2181 0.409
H 0.83465 -0.60851 -2.28247 3.0492 -0.1019 -0.9161 0.342
H -0.79853 -0.84515 -2.30034 -0.3910 0.1290 0.4949 0.261
H 1.92229 -1.16582 2.67965 0.6241 -0.4934 -0.0364 0.328
H 0.47571 2.32260 0.16374 -0.1658 0.1334 -0.1384 0.245
H -1.18368 -1.25433 -0.02917 2.7753 -0.0390 0.6898 0.284
H -2.35535 0.46998 -0.97611 1.1894 0.2348 0.1091 0.346
H -1.62961 1.89804 -1.60218 0.6435 -0.1324 0.8451 0.330
H -1.92996 1.58816 0.22538 1.1912 0.0295 -1.1762 0.335
H 1.28545 1.91586 -1.29141 -0.9450 -0.3859 1.6419 0.249

***

4.
19
Properties=species:S:1:pos:R:3:forces:R:3:mulliken_charge:R:1 method="wB97M-V/def2-TZVPD" lumo_energy_ev=0.34 relative_energy_kcal_mol=47.2 fmax_ev_per_a=3.97 total_charge=0 homo_energy_ev=-7.617
C 0.23567 0.47053 2.54636 2.4197 0.2022 3.1471 -0.705
C -0.77529 0.62307 1.49323 -1.5374 -0.1901 -1.7972 -1.097
C -0.32213 -0.18014 0.28497 0.2584 0.6074 -2.3276 0.443
C -0.47967 -1.52541 0.04068 1.4013 1.8783 0.3163 -0.186
N -1.24484 -2.33930 0.74964 -1.5079 -2.8807 2.2599 -0.405
C 0.30806 0.59938 -0.79282 0.2760 -1.5191 0.7500 0.380
C 0.38301 2.02211 -0.53267 1.1415 2.4760 0.5442 -1.088
S 0.94892 0.08740 -2.19747 0.1581 -0.8592 -0.7725 -0.390
H -0.17760 0.51219 3.64684 0.6932 0.7832 -2.0470 0.281
H 0.97692 1.33873 2.27786 -0.6505 -1.8780 1.4121 0.236
H 0.78488 -0.55432 2.63379 -0.8273 1.8026 -0.9047 0.226
H -0.94163 1.73827 1.19427 -0.1913 -2.4163 0.9711 0.324
H -1.70504 0.18671 1.79042 -0.9964 0.0729 0.4271 0.389
H 0.19722 -1.99944 -0.70840 -0.9596 0.4944 0.3273 0.289
H -1.94887 -2.02373 1.53749 2.3696 -0.9341 -2.3418 0.256
H -0.93647 -3.36438 0.68552 -1.3234 2.2116 0.5253 0.252
H -0.63524 2.41047 -0.81264 0.9876 0.2538 0.4916 0.295
H 1.20897 2.52195 -1.15291 -1.4953 -0.6834 0.8612 0.356
H 0.61006 2.15292 0.58130 -0.2162 0.5783 -1.8423 0.145

***

5.
23
Properties=species:S:1:pos:R:3:forces:R:3:mulliken_charge:R:1 method="wB97M-V/def2-TZVPD" lumo_energy_ev=5.63 relative_energy_kcal_mol=38.4 fmax_ev_per_a=6.66 total_charge=-2 homo_energy_ev=-0.541
C -0.67294 -1.43139 -0.51594 -1.7750 -0.7765 1.1440 -0.852
C 0.93112 -0.16418 1.96895 4.6085 4.6956 1.0044 -1.287
C -2.47195 1.47081 -1.24639 1.4602 0.4044 0.8217 -1.311
C 0.60614 0.37930 0.62884 1.0386 2.3343 -0.9141 -0.276
C -1.01991 0.93511 -1.19522 -2.6494 0.0597 2.7052 -1.177
C -0.73347 0.02539 0.01548 -0.3632 -1.0101 0.3257 0.954
O 3.74093 0.14551 0.59989 -0.4232 0.3855 0.6658 -0.714
O 2.57567 -2.11054 0.31025 -0.5922 -0.6586 0.4459 -0.571
O 3.01110 -0.52817 -1.69955 -0.7483 -0.0887 0.2810 -0.701
O -1.78916 -3.84801 -0.40102 -0.2952 1.0630 0.9325 -0.592
P 2.91222 -0.78953 -0.22617 3.6436 -0.3519 -1.8925 0.653
S -1.76740 -2.44710 0.25654 1.6868 0.2744 -2.0779 0.042
H 0.51681 -1.07782 2.10872 -0.7099 -2.9666 0.7522 0.371
H 2.18302 -0.02475 1.96873 -3.2584 -1.2545 0.4328 0.308
H 0.70279 0.58996 2.78525 -0.5087 -0.9484 -0.7441 0.393
H -2.59610 2.22224 -2.00881 -0.0943 0.2286 -0.5432 0.382
H -3.30551 0.78652 -1.25737 0.0776 -0.5802 -0.0315 0.301
H -2.43796 1.99457 -0.30311 -0.9980 0.4758 0.4790 0.352
H 1.43328 0.03778 -0.10031 -1.9703 0.8179 0.3100 0.212
H 0.80828 1.54071 0.63520 -0.4895 -1.9612 -0.1197 0.180
H -0.76039 0.42301 -2.00565 0.9518 -2.3107 -3.5523 0.726
H -0.36896 1.74460 -1.16246 1.0730 1.8310 0.1963 0.437
H -1.49763 0.12600 0.84415 0.3356 0.3372 -0.6214 0.170

***

6.
18
Properties=species:S:1:pos:R:3:forces:R:3:mulliken_charge:R:1 method="wB97M-V/def2-TZVPD" smiles="CC(C)=P.C#CC" lumo_energy_ev=0.46 relative_energy_kcal_mol=63.5 fmax_ev_per_a=3.13 total_charge=0 homo_energy_ev=-8.881
C 1.21693 1.34360 -2.74598 -3.0699 0.5775 0.1279 -1.290
C 0.24688 0.93277 -1.65579 0.0506 0.3297 -1.6576 0.681
C 0.50385 1.42504 -0.31746 -0.2544 1.7377 1.8931 -1.350
P -1.16177 0.08942 -1.98917 -0.2482 0.0754 1.4811 -0.066
H 1.83841 0.54056 -2.86043 2.3403 -1.7532 -0.2977 0.352
H 1.68842 2.27829 -2.56080 0.6191 0.6196 0.1673 0.331
H 0.62953 1.36768 -3.66286 0.2638 0.3478 -0.2317 0.395
H 1.32818 1.07672 0.29411 0.7621 -0.1089 -0.5309 0.315
H 0.47319 2.56061 -0.24822 0.4660 -1.1622 -0.5016 0.291
H -0.33007 1.18513 0.28495 -1.1274 -0.4600 0.8965 0.403
H -1.13069 0.26799 -3.34329 0.1952 -0.2294 -1.3120 -0.061
C -1.35485 -0.65288 3.70337 -0.2704 -1.0305 -1.1911 -0.151
C -0.99119 -1.48890 2.91243 0.7817 0.3884 -0.3051 -0.143
C -0.32828 -2.54649 2.11709 -1.0937 1.2347 0.7159 -0.849
H -2.11954 -0.07059 4.10091 -0.3704 0.9460 0.8767 0.352
H -1.12112 -3.27476 1.93911 0.6457 -0.4149 -0.2350 0.253
H 0.18418 -2.20545 1.22335 -0.3970 0.1540 -0.2340 0.261
H 0.42793 -2.82875 2.80867 0.7069 -1.2517 0.3384 0.276

***

7.
18
Properties=species:S:1:pos:R:3:forces:R:3:mulliken_charge:R:1 method="wB97M-V/def2-TZVPD" lumo_energy_ev=0.22 relative_energy_kcal_mol=75.7 fmax_ev_per_a=4.29 total_charge=0 homo_energy_ev=-7.584
C 2.29003 -1.26420 0.33487 -0.1331 2.9630 -0.8275 -0.654
C 1.14180 -0.93767 -0.65579 0.4629 -0.8957 0.9634 -0.270
C 1.57563 0.09607 0.30975 -2.1496 -3.5706 -1.0151 0.213
C 1.83604 1.53652 0.18557 -0.6108 0.6996 1.1768 -1.147
C -2.92778 0.22452 0.43516 -1.2263 0.4591 0.5431 -1.277
C -1.95278 -0.31557 -0.54465 0.8153 -2.3257 0.9277 -0.617
P -0.49558 -1.23887 0.32673 2.0737 1.7630 -0.5603 -0.069
H 2.22741 -1.99140 1.11905 -0.0990 -0.1133 0.4354 0.252
H 3.30285 -1.00752 -0.07153 -0.7478 -1.0299 0.1769 0.230
H 1.38625 -1.21088 -1.68333 -0.4047 0.7509 -0.0362 0.433
H 1.16003 2.03897 0.88124 0.1122 0.2155 0.1126 0.309
H 1.57638 1.93372 -0.76926 -0.1200 0.0562 -0.9409 0.330
H 2.82706 1.90095 0.44618 0.2628 -0.4769 0.0903 0.364
H -3.32288 -0.52382 1.10022 0.2170 -0.7498 0.3306 0.331
H -2.61929 1.00708 1.08691 0.9749 0.6732 0.4230 0.333
H -3.84627 0.62749 0.03760 -0.2724 0.1382 -0.9160 0.380
H -1.70889 0.19997 -1.39926 1.1528 2.5640 -1.3498 0.510
H -2.45000 -1.07537 -1.13946 -0.3079 -1.1209 0.4661 0.348